[1]
Density functional theory data (ωB97M-V/def2-TZVPD) for a molecular structure, C17H23Cl5NO2P2Sn in a non-equilibrium geometry.

```
51
Properties=species:S:1:pos:R:3:forces:R:3:nbo_charge:R:1
Sn -0.049 0.406 0.805 0.70 0.58 -0.47 1.118
Cl -0.357 -5.369 1.916 -0.11 -0.01 -0.01 0.098
Cl -0.376 -2.963 -0.078 -0.11 0.19 0.69 0.037
Cl 0.053 -4.875 4.966 -0.13 -0.30 0.20 0.120
Cl 0.437 -1.997 6.046 -0.11 0.07 0.11 0.100
Cl 0.415 0.449 4.088 -0.31 -0.52 -0.34 0.046
P -2.531 0.897 0.156 -0.02 -0.77 -0.46 0.971
P 2.411 0.147 0.146 -0.74 0.06 -0.81 1.048
O 2.021 3.269 -2.580 0.64 -0.33 -0.92 -0.978
O 0.562 4.151 -0.488 -0.84 -0.16 -0.57 -0.968
N -0.206 -0.067 -1.470 0.36 0.35 0.43 -0.610
C 0.889 -0.801 -3.481 -0.30 -0.16 -0.44 -0.273
C -2.658 -0.349 -1.182 -0.25 0.19 0.02 -0.766
C 3.407 1.549 0.716 0.02 -0.22 0.27 -0.949
C 0.041 -2.243 4.404 0.12 -0.10 -0.77 -0.128
C 3.095 -1.370 0.882 0.42 -0.09 0.13 -0.964
C -0.311 -3.774 2.528 0.27 0.66 0.23 -0.092
C -1.474 -1.026 -3.256 -0.69 0.37 0.89 -0.318
C -0.131 -3.560 3.915 0.15 1.02 -0.77 -0.073
C 0.016 -1.158 3.502 0.04 -0.54 0.19 0.043
C -0.321 -1.226 -4.007 1.01 0.35 0.09 -0.115
C -1.383 -0.437 -2.000 -0.06 -0.69 -0.94 0.260
C 0.973 -0.208 -2.188 0.05 -0.27 0.92 0.256
C -0.328 -2.669 1.655 0.03 -0.06 0.32 -0.057
C 2.224 0.142 -1.593 -0.09 -0.44 -0.39 -0.904
C -2.857 2.479 -0.693 0.06 0.08 0.28 -0.944
C -0.204 -1.357 2.136 -0.03 0.34 -0.22 -0.446
C -3.840 0.618 1.382 -0.14 0.09 -0.09 -0.938
H -0.417 4.134 -0.541 1.02 0.17 -0.06 0.453
H -3.466 -0.027 -1.863 0.14 -0.53 0.33 0.261
H -3.868 2.457 -1.119 0.21 0.06 0.11 0.258
H -2.779 3.298 0.036 -0.09 -0.16 -0.21 0.260
H 4.132 -1.528 0.548 -0.28 0.01 0.15 0.257
H -3.789 1.434 2.116 -0.10 -0.22 -0.17 0.264
H -4.824 0.612 0.896 0.15 0.01 0.21 0.256
H 3.079 -1.252 1.975 0.11 -0.04 -0.22 0.247
H 2.230 2.310 -2.629 -0.21 0.59 0.26 0.502
H 2.933 2.491 0.398 0.15 -0.37 0.11 0.285
H 2.499 -2.258 0.628 0.10 0.40 -0.09 0.258
H 3.440 1.482 1.816 0.17 0.24 -0.36 0.247
H -2.453 -1.357 -3.585 0.15 0.08 -0.13 0.228
H -0.387 -1.711 -4.988 0.18 0.20 0.46 0.238
H 3.104 -0.053 -2.219 -0.29 0.05 0.28 0.247
H 2.509 3.688 -3.317 -0.38 -0.30 0.55 0.488
H 1.826 -0.969 -4.007 -0.24 0.06 0.02 0.230
H -2.845 -1.361 -0.762 -0.19 0.62 -0.13 0.277
H 0.897 4.036 -1.413 -0.22 -0.05 0.85 0.507
H 4.421 1.465 0.297 -0.31 0.12 0.20 0.255
H -3.678 -0.333 1.907 0.00 0.24 -0.21 0.265
H -2.130 2.655 -1.497 -0.14 -0.20 0.23 0.267
H 0.048 2.130 1.096 0.13 -0.67 0.29 -0.124
```
Forces are in eV/Å.

Values from the calculation:
Total charge: +1
Orbital gap: 7.25 eV
Lowest unoccupied orbital energy: -2.84 eV

***

[2]
Density functional theory data (ωB97M-V/def2-TZVPD) for a molecular structure, C17H23CoF9InNO2PS in a non-equilibrium geometry.

```
56
Properties=species:S:1:pos:R:3:forces:R:3:mulliken_spin:R:1
In -1.399 -1.421 1.335 -2.63 1.27 0.13 -0.010
Co 2.563 -1.802 4.332 -0.87 -0.25 -0.36 2.000
S 0.918 4.102 -2.965 -1.38 2.93 -4.30 0.000
P 0.961 -2.284 0.936 1.53 -1.11 -2.21 0.664
F -0.497 3.416 -2.422 2.39 0.37 -0.49 0.000
F 0.195 5.614 -2.699 0.87 -2.62 -0.39 0.000
F 1.076 1.775 -0.685 0.36 2.90 0.48 0.006
F 1.645 5.521 -0.807 -0.08 -3.81 -0.82 0.000
F 1.618 2.650 -3.369 -1.20 2.18 1.17 0.000
F 2.231 4.967 -3.598 -2.03 -1.89 1.13 0.000
F 0.249 4.143 -4.493 1.08 -0.38 2.53 0.000
F 2.266 3.038 0.787 -1.58 0.07 -2.29 0.000
F 3.109 3.927 -1.471 -3.34 0.35 0.24 0.000
O 0.965 -3.821 0.149 1.09 3.31 0.48 0.078
O -3.608 -3.249 -2.075 3.60 1.75 2.45 0.000
N 1.805 -1.178 -0.181 0.71 -1.57 1.91 0.117
C -1.852 -1.830 3.553 1.71 -1.26 2.15 0.018
C -0.747 -0.997 -2.320 1.88 -4.06 -1.27 0.004
C -0.478 -2.070 4.340 0.10 -2.01 -0.87 -0.001
C 1.415 -2.125 -3.588 -3.30 0.06 1.81 0.012
C -2.685 -2.747 -1.361 -2.90 -1.48 -1.93 -0.001
C -1.485 0.860 1.150 0.68 0.04 0.22 0.032
C -0.507 -3.679 -2.639 1.21 2.65 -0.51 0.005
C 0.609 -0.912 -3.079 -1.18 -2.19 0.60 -0.011
C -0.091 3.592 0.656 -0.21 0.07 -0.42 0.001
C 1.203 3.110 -0.200 -0.37 -0.16 3.08 -0.001
C 1.705 4.173 -1.279 3.72 1.03 1.47 0.000
C 0.838 -3.547 -3.381 -1.56 3.47 1.36 -0.005
C -3.013 -2.478 0.176 -0.02 -0.03 -0.62 0.038
C -0.410 1.411 2.223 -0.91 0.19 0.38 0.003
C -0.128 2.991 2.136 -0.64 -0.24 0.43 -0.001
C -1.306 -2.446 -2.093 2.97 0.59 -1.28 0.000
C 0.298 -3.275 4.205 -1.48 2.42 0.22 0.055
H 2.418 -1.904 -4.104 -1.82 -0.61 0.83 0.000
H 0.788 3.256 2.778 -1.24 -0.26 -1.28 0.000
H 2.663 -1.648 -0.547 -0.87 0.44 -0.06 0.000
H -0.165 -4.265 3.885 1.06 1.55 -0.14 -0.001
H -0.131 4.738 0.762 0.52 -1.75 -0.43 0.000
H -1.020 3.504 2.667 1.35 -0.73 -1.01 -0.001
H -1.037 3.321 0.050 1.58 0.26 1.09 0.000
H -1.327 -0.077 -1.956 1.10 -1.56 -0.70 0.000
H 1.554 -3.675 -0.642 -0.91 -0.66 0.47 -0.005
H 2.179 -0.365 0.354 -0.70 -0.46 -0.52 0.008
H -3.940 -1.785 0.201 1.47 -1.08 -0.09 0.001
H -2.481 -1.006 4.028 0.87 -1.22 -0.64 0.001
H -0.895 1.231 3.260 0.90 0.23 -1.51 0.001
H -0.935 -4.721 -2.473 0.56 1.66 -0.24 0.002
H 1.041 0.126 -3.244 -0.63 -1.55 0.19 0.001
H -2.389 -2.854 3.559 0.61 1.67 -0.08 0.003
H -2.550 1.224 1.403 1.66 -0.58 -0.32 0.002
H -0.081 -1.297 5.082 -0.36 -0.53 -1.47 -0.001
H 1.432 -4.431 -3.777 -1.14 1.18 0.67 0.000
H 1.427 -3.293 4.424 -1.27 -0.62 0.65 -0.013
H -1.250 1.162 0.076 -0.22 -0.33 1.51 -0.001
H 0.564 0.789 2.244 -1.24 1.00 -0.34 -0.003
H -3.327 -3.456 0.695 0.52 1.36 -1.06 0.001
```
Forces are in eV/Å.

Values from the calculation:
Total charge: +1
Orbital gap (spin up / spin down): 4.93 / 4.75 eV
2S+1: 4
Lowest unoccupied orbital energy (spin up / spin down): -6.05 / -6.18 eV

***

[3]
Density functional theory data (ωB97M-V/def2-TZVPD) for C17H23F4NO in the gas phase.

```
46
Properties=species:S:1:pos:R:3:forces:R:3:nbo_charge:R:1
F -5.402 1.373 -1.938 0.08 0.26 0.09 -0.329
F -5.475 -0.114 -3.488 0.05 -0.09 -0.31 -0.335
F -5.573 -0.708 -1.425 0.03 -0.24 0.24 -0.333
F 4.516 2.928 4.412 -0.04 -0.05 -0.08 -0.322
O 0.008 1.730 1.574 0.03 0.15 0.46 -0.723
N -0.993 -1.079 -1.196 0.13 -0.14 -0.14 -0.462
C -3.001 -1.367 -2.613 0.20 0.18 0.06 -0.407
C 0.860 -0.088 0.103 0.14 0.00 -0.04 -0.069
C -4.971 0.145 -2.269 0.14 0.20 0.01 0.980
C -0.914 -1.493 1.205 0.17 -0.19 -0.09 -0.395
C 0.416 -0.739 -1.218 0.03 0.22 0.18 -0.204
C -1.253 -2.069 -0.165 -0.17 0.12 0.23 -0.225
C 3.632 2.979 2.230 0.09 0.03 0.29 -0.277
C 0.081 1.237 0.263 -0.03 -0.21 -0.35 -0.068
C 2.383 0.172 0.004 -0.35 -0.09 0.03 -0.410
C 3.886 0.889 3.413 0.06 0.19 0.12 -0.272
C 2.962 0.905 1.180 0.14 0.00 -0.13 -0.048
C 0.544 -1.050 1.253 -0.23 0.20 -0.04 -0.407
C 3.113 2.289 1.148 0.05 -0.15 0.04 -0.213
C -3.464 0.038 -2.229 -0.35 -0.31 -0.03 -0.489
C 4.008 2.265 3.353 -0.06 -0.04 -0.11 0.389
C -1.479 -1.483 -2.503 -0.25 -0.04 -0.02 -0.203
C 3.367 0.218 2.321 0.02 0.15 -0.05 -0.184
H -2.308 -2.341 -0.192 0.01 -0.07 -0.03 0.203
H 0.898 1.949 1.876 -0.07 0.01 0.00 0.476
H -3.058 0.782 -2.916 -0.02 0.05 0.04 0.226
H -3.130 0.272 -1.218 -0.06 0.08 -0.06 0.244
H -1.559 -0.641 1.412 -0.11 0.01 0.05 0.212
H -0.952 1.069 -0.045 0.12 0.06 -0.05 0.200
H 2.831 2.838 0.262 -0.04 0.04 -0.11 0.219
H 3.285 -0.857 2.354 -0.03 -0.13 0.00 0.218
H 0.515 1.989 -0.412 -0.02 -0.05 -0.05 0.155
H 1.042 -1.632 -1.405 0.04 0.03 -0.03 0.168
H 0.586 -0.033 -2.036 0.05 -0.02 -0.04 0.199
H -1.179 -2.515 -2.753 0.07 0.07 -0.02 0.174
H -3.297 -1.589 -3.640 -0.02 -0.07 0.03 0.221
H 1.190 -1.927 1.168 0.10 -0.06 0.00 0.194
H 3.753 4.050 2.208 0.02 0.11 0.03 0.234
H 2.571 0.749 -0.904 0.04 -0.02 -0.05 0.211
H -1.031 -0.816 -3.244 0.04 -0.05 -0.01 0.194
H -0.659 -2.986 -0.341 -0.04 -0.01 -0.04 0.159
H -3.486 -2.095 -1.962 -0.03 -0.04 -0.06 0.212
H -1.095 -2.250 1.970 -0.06 0.02 0.04 0.211
H 0.743 -0.565 2.209 0.07 -0.07 -0.01 0.229
H 4.201 0.361 4.298 0.04 -0.03 0.11 0.232
H 2.887 -0.791 -0.101 0.03 -0.02 -0.07 0.215
```
Forces are in eV/Å.

Values from the calculation:
Orbital gap: 9.61 eV
Energy above the lowest of the compared OMol25 structures with the same formula, charge and spin: 0.00 kcal per mole
SMILES: OC[C@@]1(Cc2ccc(F)cc2)CCCN(CCCC(F)(F)F)C1
Lowest unoccupied orbital energy: 0.67 eV

***

Copy entry 3 word for word.
Density functional theory data (ωB97M-V/def2-TZVPD) for C17H23F4NO in the gas phase.

```
46
Properties=species:S:1:pos:R:3:forces:R:3:nbo_charge:R:1
F -5.402 1.373 -1.938 0.08 0.26 0.09 -0.329
F -5.475 -0.114 -3.488 0.05 -0.09 -0.31 -0.335
F -5.573 -0.708 -1.425 0.03 -0.24 0.24 -0.333
F 4.516 2.928 4.412 -0.04 -0.05 -0.08 -0.322
O 0.008 1.730 1.574 0.03 0.15 0.46 -0.723
N -0.993 -1.079 -1.196 0.13 -0.14 -0.14 -0.462
C -3.001 -1.367 -2.613 0.20 0.18 0.06 -0.407
C 0.860 -0.088 0.103 0.14 0.00 -0.04 -0.069
C -4.971 0.145 -2.269 0.14 0.20 0.01 0.980
C -0.914 -1.493 1.205 0.17 -0.19 -0.09 -0.395
C 0.416 -0.739 -1.218 0.03 0.22 0.18 -0.204
C -1.253 -2.069 -0.165 -0.17 0.12 0.23 -0.225
C 3.632 2.979 2.230 0.09 0.03 0.29 -0.277
C 0.081 1.237 0.263 -0.03 -0.21 -0.35 -0.068
C 2.383 0.172 0.004 -0.35 -0.09 0.03 -0.410
C 3.886 0.889 3.413 0.06 0.19 0.12 -0.272
C 2.962 0.905 1.180 0.14 0.00 -0.13 -0.048
C 0.544 -1.050 1.253 -0.23 0.20 -0.04 -0.407
C 3.113 2.289 1.148 0.05 -0.15 0.04 -0.213
C -3.464 0.038 -2.229 -0.35 -0.31 -0.03 -0.489
C 4.008 2.265 3.353 -0.06 -0.04 -0.11 0.389
C -1.479 -1.483 -2.503 -0.25 -0.04 -0.02 -0.203
C 3.367 0.218 2.321 0.02 0.15 -0.05 -0.184
H -2.308 -2.341 -0.192 0.01 -0.07 -0.03 0.203
H 0.898 1.949 1.876 -0.07 0.01 0.00 0.476
H -3.058 0.782 -2.916 -0.02 0.05 0.04 0.226
H -3.130 0.272 -1.218 -0.06 0.08 -0.06 0.244
H -1.559 -0.641 1.412 -0.11 0.01 0.05 0.212
H -0.952 1.069 -0.045 0.12 0.06 -0.05 0.200
H 2.831 2.838 0.262 -0.04 0.04 -0.11 0.219
H 3.285 -0.857 2.354 -0.03 -0.13 0.00 0.218
H 0.515 1.989 -0.412 -0.02 -0.05 -0.05 0.155
H 1.042 -1.632 -1.405 0.04 0.03 -0.03 0.168
H 0.586 -0.033 -2.036 0.05 -0.02 -0.04 0.199
H -1.179 -2.515 -2.753 0.07 0.07 -0.02 0.174
H -3.297 -1.589 -3.640 -0.02 -0.07 0.03 0.221
H 1.190 -1.927 1.168 0.10 -0.06 0.00 0.194
H 3.753 4.050 2.208 0.02 0.11 0.03 0.234
H 2.571 0.749 -0.904 0.04 -0.02 -0.05 0.211
H -1.031 -0.816 -3.244 0.04 -0.05 -0.01 0.194
H -0.659 -2.986 -0.341 -0.04 -0.01 -0.04 0.159
H -3.486 -2.095 -1.962 -0.03 -0.04 -0.06 0.212
H -1.095 -2.250 1.970 -0.06 0.02 0.04 0.211
H 0.743 -0.565 2.209 0.07 -0.07 -0.01 0.229
H 4.201 0.361 4.298 0.04 -0.03 0.11 0.232
H 2.887 -0.791 -0.101 0.03 -0.02 -0.07 0.215
```
Forces are in eV/Å.

Values from the calculation:
Orbital gap: 9.61 eV
Energy above the lowest of the compared OMol25 structures with the same formula, charge and spin: 0.00 kcal per mole
SMILES: OC[C@@]1(Cc2ccc(F)cc2)CCCN(CCCC(F)(F)F)C1
Lowest unoccupied orbital energy: 0.67 eV